Entry 1:
{
  "formula": "C7H14N2O",
  "method": "ωB97M-V/def2-TZVPD",
  "elements": ["C", "C", "C", "C", "C", "C", "C", "N", "N", "O", "H", "H", "H", "H", "H", "H", "H", "H", "H", "H", "H", "H", "H", "H"],
  "xyz": [[-1.9595, -0.5182, -0.0715], [-0.8273, -0.8092, -1.0151], [-1.3742, 0.0019, 1.2396], [-0.1457, 0.5972, -1.2960], [-0.7527, 1.3480, 1.0513], [0.3363, 1.2380, -0.0993], [3.0322, -1.3054, 0.2113], [1.7280, 0.4983, 0.4799], [1.9385, -0.5435, -0.1576], [0.7388, 2.5090, -0.4420], [-2.8456, 0.0321, -0.3131], [-2.3210, -1.5006, 0.1884], [-0.0770, -1.4865, -0.4945], [-0.9275, -1.4095, -1.9125], [-2.1809, 0.0329, 1.9835], [-0.7773, -0.7732, 1.6806], [0.6883, 0.4779, -1.9879], [-0.8197, 1.3426, -1.8178], [-1.6643, 1.9736, 0.8142], [-0.0663, 1.7044, 1.8767], [2.8728, -2.2451, 0.7325], [3.7785, -0.7701, 0.8125], [3.5624, -1.6734, -0.7990], [0.2968, 3.0820, 0.1794]],
  "atomic_forces_ev_per_a": [[0.26, -2.20, 1.31], [1.98, 1.45, -0.14], [-1.29, -0.54, 0.94], [-0.77, -2.23, -2.75], [1.86, -0.30, -0.21], [0.52, 1.35, 2.70], [3.43, -2.68, -2.54], [-4.14, 2.36, -0.74], [0.64, -0.40, 0.43], [0.31, 0.61, -0.11], [-0.15, 0.70, -1.03], [-0.68, -0.49, 0.22], [-0.79, 1.11, -0.09], [-1.02, 0.44, -0.46], [-0.13, 0.44, -0.16], [1.10, -0.20, -0.08], [0.07, 0.01, -0.04], [0.29, -1.00, 0.75], [1.58, 0.22, -0.05], [-1.49, -0.13, -0.27], [-0.70, -0.18, 0.30], [-0.25, 0.21, -0.34], [-0.77, 0.78, 2.11], [0.15, 0.68, 0.21]],
  "e_tot_ha": -459.6826,
  "total_charge": 0,
  "e_homo_ev": [-6.21, -10.30],
  "multiplicity": 3,
  "e_lumo_ev": [0.98, -1.19],
  "de_lowest_kcal_mol": 0.00,
  "s_squared": 2.007
}



Entry 2:
{
  "formula": "C55H135N9O16",
  "method": "ωB97M-V/def2-TZVPD",
  "elements": ["C", "C", "C", "C", "C", "C", "C", "C", "C", "N", "O", "H", "H", "H", "H", "H", "H", "H", "H", "H", "H", "H", "H", "H", "H", "H", "H", "H", "H", "H", "C", "O", "C", "C", "C", "N", "H", "H", "H", "H", "H", "H", "H", "H", "H", "H", "H", "C", "O", "C", "C", "N", "C", "C", "O", "C", "H", "H", "H", "H", "H", "H", "H", "H", "H", "H", "H", "H", "H", "H", "H", "C", "O", "C", "C", "N", "C", "C", "O", "C", "H", "H", "H", "H", "H", "H", "H", "H", "H", "H", "H", "H", "H", "H", "H", "C", "O", "C", "C", "N", "C", "C", "O", "C", "H", "H", "H", "H", "H", "H", "H", "H", "H", "H", "H", "H", "H", "H", "H", "C", "O", "C", "C", "N", "C", "C", "O", "C", "H", "H", "H", "H", "H", "H", "H", "H", "H", "H", "H", "H", "H", "H", "H", "C", "O", "C", "C", "N", "C", "C", "O", "C", "H", "H", "H", "H", "H", "H", "H", "H", "H", "H", "H", "H", "H", "H", "H", "C", "O", "C", "C", "N", "C", "C", "O", "C", "H", "H", "H", "H", "H", "H", "H", "H", "H", "H", "H", "H", "H", "H", "H", "C", "O", "C", "C", "N", "C", "C", "O", "C", "H", "H", "H", "H", "H", "H", "H", "H", "H", "H", "H", "H", "H", "H", "H"],
  "xyz": [[-0.5428, 2.1555, -2.3355], [-0.2469, 0.9293, -1.4445], [-1.1925, 0.7879, -0.1654], [-0.7000, -0.3445, -2.3400], [0.2714, -0.8506, -3.3518], [1.5591, -1.0492, -2.5801], [2.1852, 0.1337, -1.7805], [3.2414, -0.5632, -1.0048], [2.8299, 1.0832, -2.9019], [1.1663, 0.7432, -0.9558], [1.6387, 1.7890, -0.1388], [-1.5083, 2.0534, -2.8310], [-0.8223, 3.0226, -1.7371], [0.2746, 2.3326, -3.0345], [-1.2400, -0.2304, 0.2203], [-0.8406, 1.5189, 0.5626], [-2.1859, 1.1734, -0.3951], [-1.1421, -1.1630, -1.7721], [-1.5519, -0.1062, -2.9768], [-0.0052, -1.7954, -3.8197], [0.4342, -0.1721, -4.1892], [2.3217, -1.4557, -3.2445], [1.4601, -1.9060, -1.9136], [3.8841, 0.1788, -0.5311], [3.7740, -1.2328, -1.6801], [2.9018, -0.9932, -0.0625], [2.1679, 1.3363, -3.7299], [3.7585, 0.6532, -3.2775], [3.1689, 2.0503, -2.5306], [1.3874, 1.5194, 0.7476], [7.6692, 5.2104, 4.3451], [8.4282, 6.3480, 4.0825], [8.1233, 7.0751, 2.8322], [8.0876, 6.1747, 1.5178], [8.2592, 6.9849, 0.2208], [6.8813, 5.4135, 1.3551], [6.6004, 5.4236, 4.3309], [8.0168, 4.7960, 5.2914], [7.9082, 4.4405, 3.6114], [7.1558, 7.5500, 2.9943], [8.9581, 7.7466, 2.6313], [8.9696, 5.5517, 1.6662], [7.9086, 6.3299, -0.5768], [9.3045, 7.1922, -0.0083], [7.6656, 7.8928, 0.3287], [6.2481, 5.9965, 0.8267], [6.3221, 5.2567, 2.1815], [3.4558, 7.8604, -5.2191], [2.8939, 8.0723, -3.8622], [1.5460, 7.6487, -3.6859], [0.5512, 8.8597, -4.0078], [0.6774, 9.3328, -5.3507], [-0.4713, 8.8473, -6.2202], [-0.1291, 7.3227, -6.5022], [-1.0379, 6.7647, -7.4540], [-0.5880, 5.4580, -7.7453], [3.1872, 8.6005, -5.9729], [3.3400, 6.8109, -5.4898], [4.5377, 7.9778, -5.1577], [1.3799, 7.4103, -2.6353], [1.2892, 6.7363, -4.2242], [0.8398, 9.6868, -3.3592], [-0.4492, 8.6116, -3.6531], [0.7011, 10.3364, -5.2397], [-0.4833, 9.3913, -7.1646], [-1.4425, 9.0348, -5.7622], [-0.1658, 6.6100, -5.6783], [0.8640, 7.3296, -6.9515], [-1.2656, 4.9022, -8.3933], [-0.6440, 4.8630, -6.8338], [0.3889, 5.1911, -8.1486], [0.5222, -0.6988, 6.8173], [-0.2777, -1.5416, 5.9735], [-0.3615, -2.9060, 6.3446], [-1.5364, -3.8285, 5.6521], [-2.9644, -3.6225, 5.9737], [-3.4817, -2.2715, 5.6638], [-4.6351, -2.1389, 6.6750], [-4.0856, -2.5294, 8.0426], [-5.1672, -2.5098, 8.9697], [1.5773, -0.9097, 6.6428], [0.2789, -0.7223, 7.8795], [0.3274, 0.3543, 6.6143], [-0.5279, -2.8984, 7.4218], [0.6254, -3.3101, 6.1189], [-1.2433, -4.8489, 5.8991], [-1.3637, -3.6446, 4.5917], [-3.2652, -3.4282, 6.9182], [-3.9622, -2.3292, 4.6872], [-2.8290, -1.4300, 5.8961], [-5.3849, -2.8800, 6.3982], [-5.0586, -1.1345, 6.6749], [-5.9257, -3.2924, 8.9511], [-5.7143, -1.6009, 8.7195], [-4.8155, -2.3693, 9.9919], [-4.7335, 5.5706, 6.0832], [-4.1790, 5.4292, 4.8047], [-4.1973, 6.6451, 4.0074], [-2.9375, 7.5802, 4.1877], [-3.2249, 8.9075, 3.6264], [-2.5700, 10.0431, 4.3392], [-2.7871, 11.2676, 3.4146], [-3.9607, 11.9562, 3.7747], [-3.9142, 13.4109, 3.5189], [-5.7287, 6.0131, 6.0404], [-4.1523, 6.3046, 6.6413], [-4.8392, 4.6147, 6.5962], [-5.1668, 7.1336, 4.1055], [-4.0734, 6.3514, 2.9650], [-1.9415, 7.3189, 3.8302], [-2.8892, 7.7590, 5.2618], [-4.2103, 8.9063, 3.8482], [-1.5559, 9.8675, 4.6981], [-3.0450, 10.2188, 5.3044], [-2.6630, 10.9602, 2.3762], [-1.8264, 11.7664, 3.5427], [-4.7970, 13.9689, 3.8309], [-3.5554, 13.7011, 2.5314], [-3.2999, 13.8953, 4.2779], [9.4812, -7.7165, -9.5798], [10.3172, -6.9072, -8.6936], [10.0779, -5.4940, -8.5296], [10.7458, -4.8272, -7.3117], [10.2724, -5.6524, -6.2111], [10.6209, -4.9663, -5.0183], [9.4942, -4.0334, -4.3999], [9.8776, -3.6326, -3.0773], [10.7857, -2.4866, -3.0600], [9.4226, -8.7281, -9.1781], [9.9201, -7.5846, -10.5687], [8.4354, -7.4123, -9.6210], [8.9955, -5.5793, -8.4335], [10.1855, -4.8937, -9.4330], [10.4087, -3.7911, -7.3434], [11.7982, -5.0579, -7.4771], [10.6981, -6.5119, -6.5276], [11.5769, -4.4433, -5.0446], [10.6322, -5.7347, -4.2453], [8.6598, -4.7024, -4.1896], [9.1883, -3.2260, -5.0652], [11.5793, -2.5596, -3.8037], [11.1509, -2.4292, -2.0346], [10.0965, -1.6663, -3.2607], [-14.8145, -1.1724, 0.1278], [-14.6951, -1.9950, -1.0547], [-13.3152, -2.2584, -1.1433], [-12.6694, -1.8562, -2.3833], [-12.5979, -0.3575, -2.3276], [-11.4485, 0.1261, -1.5256], [-11.5002, 1.7203, -1.3646], [-10.2988, 2.2048, -0.6645], [-9.0526, 1.8114, -1.2419], [-14.6913, -1.5822, 1.1303], [-15.8400, -0.8086, 0.0629], [-14.3843, -0.1722, 0.1798], [-13.3056, -3.3156, -1.4084], [-12.6484, -2.1794, -0.2847], [-13.2510, -2.0115, -3.2921], [-11.7099, -2.3393, -2.5679], [-13.4958, -0.1213, -1.9299], [-10.5051, -0.2322, -1.9376], [-11.5663, -0.3337, -0.5444], [-12.3962, 1.9365, -0.7828], [-11.6254, 2.2304, -2.3198], [-8.2460, 2.2568, -0.6595], [-9.0142, 2.0854, -2.2961], [-8.7763, 0.7689, -1.0836], [-4.7309, -7.1854, -5.2535], [-4.4625, -6.7824, -3.8917], [-5.3016, -5.7064, -3.4784], [-5.4442, -5.6424, -2.0194], [-6.2546, -6.7273, -1.5883], [-6.1051, -6.8274, -0.0769], [-7.3319, -7.5930, 0.4545], [-8.3529, -6.6764, 0.5908], [-9.4880, -7.2654, 1.0947], [-5.7945, -7.4127, -5.3256], [-4.1233, -8.0380, -5.5569], [-4.3602, -6.4093, -5.9232], [-6.2752, -5.6745, -3.9674], [-4.7812, -4.7941, -3.7697], [-5.8583, -4.6686, -1.7581], [-4.4155, -5.7597, -1.6787], [-5.6730, -7.4497, -1.9883], [-5.8895, -5.9111, 0.4726], [-5.1997, -7.4321, -0.0251], [-7.2358, -8.1417, 1.3914], [-7.7320, -8.4399, -0.1031], [-10.1495, -7.5366, 0.2718], [-10.0035, -6.4867, 1.6567], [-9.3151, -8.0275, 1.8546], [4.8614, -8.8054, 4.7948], [5.7224, -9.1995, 3.6760], [5.5276, -8.4198, 2.4534], [5.6289, -6.8950, 2.5528], [6.8730, -6.4083, 3.2361], [7.3602, -7.1106, 4.4734], [8.6346, -6.4245, 5.0026], [9.0109, -7.0610, 6.1540], [10.2506, -6.6897, 6.7322], [4.4780, -7.7977, 4.6349], [5.4445, -8.8976, 5.7111], [4.1215, -9.5941, 4.6589], [4.4994, -8.5971, 2.1381], [5.9750, -8.8097, 1.5392], [4.7668, -6.5009, 3.0909], [5.3832, -6.5251, 1.5573], [6.7543, -5.4093, 3.3246], [7.7172, -8.1208, 4.2729], [6.6849, -6.9484, 5.3135], [8.5386, -5.3444, 5.1129], [9.4046, -6.4714, 4.2326], [10.3885, -6.9593, 7.7793], [10.1768, -5.6042, 6.6661], [11.0904, -6.9264, 6.0789]],
  "atomic_forces_ev_per_a": [[-0.50, 0.24, 1.14], [-0.97, -2.33, -0.15], [0.83, 1.63, -1.20], [-1.07, 0.64, -0.42], [1.67, 0.05, 0.58], [0.48, -0.83, -0.40], [-0.92, 0.26, -2.84], [1.20, 1.23, 1.66], [0.19, 0.15, 1.08], [-1.60, -1.10, -0.24], [0.00, 0.38, -0.60], [0.24, -0.62, -0.52], [1.00, 0.42, 0.24], [-0.24, 0.25, 0.06], [0.20, 0.23, -0.02], [0.14, -0.29, 0.41], [-0.21, -0.36, -0.26], [0.71, -0.10, 0.59], [-0.47, 0.91, 0.48], [-0.31, -0.08, 0.20], [-0.10, 0.36, 0.06], [0.38, 0.46, -0.25], [-0.52, 0.10, 0.49], [0.76, 0.20, -0.61], [0.23, -0.03, 0.54], [-0.66, -0.89, -0.51], [-0.14, -0.44, -0.01], [-0.19, -0.39, -0.23], [-0.22, 0.07, 0.56], [0.08, -0.11, 0.16], [0.48, -0.46, -0.47], [0.60, 1.50, -1.36], [0.20, -1.83, -0.24], [0.60, 0.92, 1.60], [0.29, -0.52, 0.78], [-1.17, -0.31, -0.33], [-0.24, -0.10, 0.27], [-0.32, 0.30, 0.20], [-0.32, -0.25, -0.23], [0.00, 0.44, -0.24], [-0.21, 0.35, 0.69], [-0.06, -0.53, -0.21], [-0.21, 0.32, -0.14], [-0.06, 0.34, 0.21], [0.04, 0.12, -0.49], [-0.15, -0.05, -0.54], [0.54, -0.24, 0.49], [0.42, 0.01, 1.58], [0.34, -0.43, -1.59], [-0.83, 1.74, -0.09], [1.58, -1.44, 1.37], [-1.63, -0.02, -1.09], [1.72, -0.86, 0.59], [-1.05, 1.18, -0.87], [0.92, -0.10, -0.80], [-1.25, -1.67, 0.52], [-0.86, -0.30, 0.17], [-0.56, 0.10, -0.37], [0.09, 0.08, 0.63], [0.38, 0.04, 0.20], [0.22, 0.07, -0.38], [0.35, -0.16, 0.27], [-0.44, -0.29, -0.36], [-0.26, 0.13, -0.85], [0.27, -0.17, -0.08], [-0.11, -0.38, 0.26], [0.21, 0.59, 0.62], [0.27, -0.04, 0.23], [-0.44, 0.68, -0.27], [0.11, -0.09, 0.50], [0.57, 1.33, -0.16], [-0.36, -0.29, -0.40], [-0.78, 1.15, -0.25], [-0.97, -0.29, 0.49], [1.08, 1.97, 0.93], [0.83, 1.38, -0.71], [-1.26, -0.44, 0.37], [0.69, -0.63, 0.61], [-1.61, 0.67, -1.40], [-0.23, 1.51, -0.04], [0.15, 0.00, 0.22], [-0.06, -0.86, 0.22], [-0.06, -0.13, -0.79], [0.06, -0.47, 0.31], [-0.02, -0.75, 0.04], [-0.09, 0.00, -0.05], [-0.39, -0.31, -0.21], [1.92, -2.55, 1.29], [0.38, 0.89, -0.33], [0.48, -0.11, -0.75], [-0.26, 0.02, 0.27], [0.03, -0.01, 0.36], [0.49, -0.64, -0.42], [-0.36, 0.20, 0.37], [0.36, -0.30, -0.15], [-0.25, 1.07, 0.05], [0.17, 0.56, -1.15], [2.14, -1.16, -0.68], [-0.82, 0.99, 1.71], [-0.03, -0.83, 0.34], [-1.93, -0.32, -0.79], [2.13, -0.53, 1.15], [-0.13, 1.88, -0.72], [0.62, -0.57, 1.35], [-0.41, -0.05, -0.20], [0.25, -0.27, 0.55], [0.45, 0.02, -0.21], [0.13, 0.43, 0.28], [-0.63, -0.53, -0.03], [-0.38, -1.05, -0.08], [0.54, -0.47, 0.56], [-0.37, 1.30, -0.37], [0.37, -0.29, -1.09], [-0.54, 0.27, 0.11], [-1.01, -0.21, -0.21], [-0.24, 1.46, 0.40], [-0.98, -1.01, -0.80], [-0.23, -0.31, -0.07], [1.14, -0.39, -0.10], [0.60, 1.64, 0.73], [1.09, -0.57, 0.26], [-2.39, -0.54, -1.25], [-1.46, -2.63, -2.51], [-0.32, 2.12, -1.34], [-0.79, -0.91, 2.59], [0.80, -1.40, 0.30], [1.03, 0.49, -0.92], [-1.87, -0.94, 0.17], [0.70, 0.02, -0.24], [-0.19, -0.68, -0.15], [-0.09, 0.61, 0.15], [-0.41, 1.22, 0.70], [0.77, -0.22, -0.46], [0.43, 0.00, 0.41], [0.57, 1.13, 0.21], [0.02, -0.71, 1.59], [0.24, 0.05, -0.05], [0.67, 0.08, 0.33], [-0.24, 0.19, -0.47], [0.01, 0.35, 0.14], [0.04, 0.00, 0.12], [0.20, 0.09, -0.24], [0.60, 0.63, -0.09], [-3.04, 1.23, -0.37], [1.47, 2.28, 2.58], [0.38, -5.03, -1.48], [0.15, 3.72, -1.32], [1.68, 0.03, -1.17], [-1.67, 1.10, 0.10], [1.57, -1.90, 0.25], [-1.00, -0.55, -0.37], [-0.22, 0.06, 0.58], [0.33, -0.93, -0.38], [-0.52, -0.49, 0.37], [1.37, -0.17, -0.80], [-0.01, -1.05, 1.06], [-0.65, 0.61, 0.36], [-0.38, -0.65, 0.26], [0.16, 0.22, 0.37], [0.11, 0.60, 0.17], [-0.22, 0.16, -0.33], [0.57, 0.31, 0.59], [0.36, 0.30, 0.39], [0.27, -0.17, -0.24], [-0.26, 0.84, -0.19], [0.22, -0.04, -0.06], [-0.66, -0.48, -0.38], [0.59, 0.46, 0.83], [-0.59, -0.89, -0.36], [0.78, 1.21, -1.72], [0.38, 0.58, -0.30], [-0.17, 0.62, 1.66], [-0.28, -2.72, -1.56], [0.53, -0.29, 0.33], [0.31, 1.09, 0.20], [-1.47, 1.14, 0.56], [0.04, 0.10, -0.49], [-0.11, -0.30, 0.69], [-0.63, 0.40, -0.20], [-0.14, -0.49, -0.17], [-0.01, 0.37, -0.31], [0.07, 0.02, 0.22], [0.36, 0.45, 0.70], [-0.57, -1.11, 0.25], [-0.56, 0.21, -0.41], [0.10, -0.20, 0.95], [0.94, 0.48, 0.82], [0.61, 0.01, -1.38], [-0.11, -0.72, 0.12], [-0.29, 0.15, -0.05], [0.21, -0.54, -0.35], [0.53, -1.12, -2.11], [0.81, 1.25, -1.11], [-1.71, -0.07, 0.68], [0.49, -0.63, 1.73], [-0.09, -0.92, -1.14], [0.75, 2.20, -0.34], [0.30, 0.64, -1.88], [-0.10, -1.91, 1.80], [-0.67, 1.93, -1.33], [-0.15, -0.18, 0.34], [-0.19, 0.03, -0.09], [-0.72, 0.45, 1.03], [-0.70, 0.12, 0.20], [1.36, -0.38, 0.80], [-0.34, -0.21, 0.46], [1.10, 0.28, -0.32], [0.37, -0.02, 0.56], [-0.93, 0.03, 0.04], [-0.44, -0.91, 0.00], [-0.50, 0.44, 0.53], [0.37, -0.43, -0.29], [-0.35, -0.51, -0.34], [0.66, 0.52, 0.60], [0.17, -0.59, 0.16]],
  "e_tot_ha": -3872.3244,
  "total_charge": 0,
  "e_homo_ev": -8.14,
  "smiles": "CC1(C)CCCC(C)(C)N1O.COC[C@H](C)N.COCCNCCOC.COCCNCCOC.COCCNCCOC.COCCNCCOC.COCCNCCOC.COCCNCCOC.COCCNCCOC",
  "e_lumo_ev": 0.33,
  "de_lowest_kcal_mol": 146.63
}